[1]
ORCA calculation (wB97M-V/def2-TZVPD) on a cluster of 2 separate species, C5H11O3 in total.

Structure (XYZ):
```
19
Properties=species:S:1:pos:R:3:lowdin_charge:R:1
C -1.237 0.310 0.930 -0.20
C -1.850 1.591 1.432 -0.14
C -2.186 -0.528 0.010 -0.76
O -3.408 -0.371 0.189 -0.08
O -1.589 -1.294 -0.787 -0.10
H -0.355 0.488 0.327 0.05
H -0.919 -0.421 1.680 0.10
H -2.342 2.117 0.612 0.07
H -1.158 2.322 1.860 0.05
H -2.657 1.406 2.132 0.06
C 2.214 -1.252 -0.664 -0.31
C 1.648 -0.278 -1.659 -0.10
O 2.766 -0.592 0.490 -0.11
H 1.416 -1.903 -0.318 0.10
H 3.030 -1.881 -1.040 0.10
H 0.691 0.085 -1.293 0.04
H 2.327 0.267 0.555 0.07
H 1.405 -0.720 -2.631 0.08
H 2.204 0.655 -1.825 0.07
```

Properties
- E_tot (eV) = -11507.1016
- HOMO (Eh) = -0.1487
- net charge = -1
- energy relative to the best compared isomer or geometry (same formula, charge and spin) (eV) = 0.9659

[2]
ORCA calculation (wB97M-V/def2-TZVPD) on a structure of composition C5H11O3Tb.

Structure (XYZ):
```
20
Properties=species:S:1:pos:R:3:mulliken_spin:R:1
O -0.793 -0.611 0.689 0.01
C 0.512 -0.136 0.697 -0.05
C 1.072 -0.048 -0.714 -0.01
O 2.489 0.004 -0.644 0.00
C 3.155 0.122 -1.812 0.00
C 4.453 -0.170 -1.929 0.00
Tb -1.852 -2.638 0.526 7.10
H 1.179 -0.758 1.325 -0.01
H 0.561 0.872 1.152 0.00
H 0.661 0.839 -1.220 0.00
H 0.771 -0.878 -1.373 0.00
H 2.527 0.319 -2.689 0.00
H 5.018 -0.592 -1.097 0.00
H 4.934 -0.073 -2.900 0.00
O -3.197 1.196 1.809 -0.02
H -2.517 0.539 1.521 0.00
C -4.470 0.616 1.687 0.01
H -5.227 1.372 1.938 0.00
H -4.671 0.265 0.659 0.00
H -4.605 -0.239 2.373 -0.01
```

Properties
- E_tot (eV) = -33929.9957
- HOMO (spin up / spin down) (Eh) = -0.4058 / -0.4058
- expectation value of S² = 15.77
- net charge = +1
- spin multiplicity = 8
- energy relative to the best compared isomer or geometry (same formula, charge and spin) (eV) = 1.6644

[3]
ORCA calculation (wB97M-V/def2-TZVPD) on a structure of composition C5H11O3Yb.

Structure (XYZ):
```
20
Properties=species:S:1:pos:R:3:mulliken_spin:R:1
O -2.581 -1.535 0.164 0.24
C -2.532 -1.430 -1.049 0.69
C -1.540 -0.517 -1.700 -0.09
O -0.732 0.034 -0.698 -0.02
C 0.487 0.626 -1.129 -0.01
C 1.122 1.253 0.087 0.00
O 1.128 0.272 1.108 -0.01
C 1.848 0.645 2.269 0.00
Yb -0.947 -0.877 1.519 0.11
H -3.227 -1.964 -1.721 0.03
H -2.072 0.268 -2.265 0.04
H -0.957 -1.114 -2.426 0.04
H 0.292 1.392 -1.893 0.00
H 1.135 -0.156 -1.554 0.00
H 0.549 2.134 0.420 0.01
H 2.148 1.569 -0.153 0.00
H 1.775 -0.187 2.979 0.00
H 2.903 0.822 2.016 0.00
H 1.417 1.552 2.719 0.00
H -0.218 -2.787 1.306 -0.01
```

Properties
- E_tot (eV) = -43031.0698
- HOMO (spin up / spin down) (Eh) = -0.1435 / -0.2480
- expectation value of S² = 0.75
- spin multiplicity = 2
- energy relative to the best compared isomer or geometry (same formula, charge and spin) (eV) = 1.8709

[4]
ORCA calculation (wB97M-V/def2-TZVPD) on a cluster of 2 separate species, C5H11O4 in total.

Structure (XYZ):
```
20
Properties=species:S:1:pos:R:3:mulliken_spin:R:1
C -1.045 0.533 1.651 0.00
C -0.483 0.123 0.352 0.00
C -1.326 0.070 -0.870 0.00
O -2.345 -0.885 -0.562 0.00
C 0.775 -0.991 0.356 0.00
C 2.103 -1.174 -0.283 0.00
O 1.951 -0.831 -1.673 0.00
O 0.905 0.400 0.484 0.00
O -0.387 3.601 -0.281 1.04
H -1.695 -0.230 2.001 0.00
H -0.279 0.731 2.411 0.00
H -1.575 1.464 1.508 0.00
H -1.686 1.093 -0.982 0.00
H -0.728 -0.272 -1.716 0.00
H -2.841 -1.032 -1.373 0.00
H 0.407 -1.762 1.159 0.00
H 2.791 -0.467 0.229 0.00
H 2.319 -2.246 -0.162 0.00
H 2.847 -0.865 -2.060 0.00
H 0.292 2.740 -0.190 -0.03
```

Properties
- E_tot (eV) = -13545.9356
- HOMO (spin up / spin down) (Eh) = -0.3178 / -0.3177
- expectation value of S² = 0.75
- spin multiplicity = 2
- energy relative to the best compared isomer or geometry (same formula, charge and spin) (eV) = 4.2324

- The lowest energy relative to the best compared isomer or geometry (same formula, charge and spin) belongs to which entry?
  C5H11O3